(1)
C6H14P2 | ωB97M-V with the def2-TZVPD basis set

Strongest force on any atom: 4.2 eV/Å
2S+1: 3
ΔE to the lowest compared entry with this formula, charge and spin: 262.07 kJ/mol
E_HOMO (alpha / beta): -6.38 / -8.79 eV
HOMO-LUMO gap (alpha / beta): 6.756 / 7.208 eV

Cartesian coordinates (Å):
C (0.627, -1.165, 0.409)
C (1.574, -2.271, 0.815)
C (-3.275, 0.759, 0.138)
C (2.104, 0.742, 0.452)
C (-1.868, 1.298, -0.028)
C (-1.160, 0.377, -1.096)
P (-0.802, -1.397, -0.375)
P (3.320, 0.691, -0.828)
H (1.892, -2.995, 0.015)
H (2.582, -1.773, 1.024)
H (1.289, -2.836, 1.734)
H (-3.422, 0.629, 1.220)
H (-4.128, 1.450, 0.003)
H (-3.420, -0.231, -0.339)
H (1.316, 1.529, 0.659)
H (2.629, 0.493, 1.452)
H (-1.730, 2.351, -0.309)
H (-1.339, 1.086, 0.995)
H (-1.816, 0.099, -1.958)
H (-0.278, 0.995, -1.480)
H (2.581, 0.745, -1.959)
H (3.324, -0.576, -0.545)


(2)
C5H6HoO2 | ωB97M-V with the def2-TZVPD basis set

Strongest force on any atom: 4.3 eV/Å
2S+1: 5
E_HOMO (alpha / beta): -10.27 / -11.55 eV
HOMO-LUMO gap (alpha / beta): 6.800 / 6.992 eV
Net charge: +1

Cartesian coordinates (Å):
C (1.320, 1.206, 0.546)
C (0.548, 0.234, 0.195)
C (-0.550, -0.316, -0.631)
C (-1.899, -0.100, -0.009)
O (-2.928, 0.022, -0.642)
Ho (-3.939, 0.640, -3.169)
H (1.664, 2.231, 0.478)
H (-0.414, -1.409, -0.718)
H (-0.528, 0.088, -1.652)
H (-1.930, -0.079, 1.099)
C (1.665, -0.203, 1.294)
O (2.716, -1.027, 0.904)
H (1.344, -0.428, 2.323)
H (2.930, -0.859, -0.019)


(3)
C4H6OS2 | ωB97M-V with the def2-TZVPD basis set

Strongest force on any atom: 3.2 eV/Å
ΔE to the lowest compared entry with this formula, charge and spin: 143.11 kJ/mol
E_HOMO: -9.29 eV
HOMO-LUMO gap: 8.726 eV

Cartesian coordinates (Å):
C (-2.013, -0.308, -0.746)
C (-0.798, -0.677, -0.385)
C (0.046, -0.041, 0.731)
O (-0.685, 1.120, 1.263)
C (1.384, 0.328, 0.163)
S (1.757, 1.776, -0.471)
S (2.463, -1.040, 0.173)
H (-2.408, 0.548, -0.226)
H (-2.581, -0.762, -1.512)
H (-0.389, -1.593, -0.784)
H (0.114, -0.776, 1.510)
H (-0.386, 1.875, 0.680)
H (3.496, -0.451, -0.398)


(4)
C39H30Cl2IN3O2PSc | ωB97M-V with the def2-TZVPD basis set

Strongest force on any atom: 0.2 eV/Å
ΔE to the lowest compared entry with this formula, charge and spin: 0.00 kJ/mol
E_HOMO: -12.57 eV
HOMO-LUMO gap: 6.343 eV
Net charge: +2

Cartesian coordinates (Å):
Sc (-0.055, 2.015, 1.172)
Cl (1.488, 4.234, 0.808)
C (0.677, 4.939, 2.235)
Cl (0.265, 3.617, 3.364)
H (-0.242, 5.412, 1.909)
H (1.365, 5.613, 2.731)
I (-1.637, -0.516, 1.027)
C (-0.151, -1.409, -0.185)
C (-0.653, -1.783, -1.401)
C (0.136, -2.511, -2.306)
C (1.388, -2.890, -1.932)
C (1.925, -2.514, -0.677)
C (3.218, -2.980, -0.333)
C (3.792, -2.647, 0.853)
C (3.116, -1.761, 1.709)
C (1.863, -1.267, 1.427)
P (1.285, 0.055, 2.548)
C (2.791, 0.788, 3.244)
C (3.091, 0.729, 4.601)
C (4.222, 1.376, 5.086)
C (5.050, 2.079, 4.225)
C (4.752, 2.142, 2.867)
C (3.624, 1.505, 2.382)
C (0.402, -0.706, 3.926)
C (-0.477, 0.077, 4.675)
C (-1.149, -0.465, 5.757)
C (-0.950, -1.800, 6.092)
C (-0.084, -2.585, 5.346)
C (0.595, -2.042, 4.263)
C (1.184, -1.697, 0.231)
H (-1.671, -1.536, -1.676)
H (-0.278, -2.786, -3.267)
H (2.001, -3.497, -2.586)
H (3.735, -3.618, -1.039)
H (4.769, -3.019, 1.127)
H (3.623, -1.437, 2.608)
H (2.455, 0.175, 5.279)
H (4.458, 1.322, 6.141)
H (5.932, 2.575, 4.607)
H (5.405, 2.681, 2.193)
H (3.412, 1.536, 1.315)
H (-0.645, 1.119, 4.418)
H (-1.827, 0.146, 6.337)
H (-1.477, -2.227, 6.934)
H (0.066, -3.624, 5.607)
H (1.266, -2.662, 3.682)
C (-2.867, -4.548, -4.021)
O (-3.273, -3.429, -3.238)
C (-3.221, -2.206, -3.806)
C (-2.601, -1.925, -5.021)
C (-2.604, -0.622, -5.500)
C (-3.162, 0.409, -4.759)
C (-3.817, 0.118, -3.559)
C (-3.849, -1.179, -3.093)
N (-3.123, 1.698, -5.384)
N (-2.932, 2.745, -4.756)
C (-2.620, 2.753, -3.358)
C (-3.443, 3.412, -2.485)
C (-3.144, 3.491, -1.109)
C (-1.989, 2.941, -0.629)
O (-1.614, 2.964, 0.681)
C (-1.088, 2.324, -1.531)
N (0.080, 1.830, -0.999)
C (0.963, 1.259, -1.806)
C (0.763, 1.154, -3.183)
C (-0.402, 1.633, -3.728)
C (-1.380, 2.226, -2.902)
H (-3.074, -5.426, -3.418)
H (-1.799, -4.510, -4.248)
H (-3.436, -4.599, -4.950)
H (-2.158, -2.710, -5.617)
H (-2.175, -0.395, -6.468)
H (-4.344, 0.889, -3.016)
H (-4.390, -1.434, -2.191)
H (-4.355, 3.858, -2.860)
H (-3.826, 3.985, -0.430)
H (1.866, 0.868, -1.349)
H (1.526, 0.700, -3.798)
H (-0.569, 1.572, -4.796)


(5)
C39H31AsIMoN5O3S | ωB97M-V with the def2-TZVPD basis set

Strongest force on any atom: 2.6 eV/Å
ΔE to the lowest compared entry with this formula, charge and spin: 0.00 kJ/mol
E_HOMO (alpha / beta): -11.80 / -11.80 eV
HOMO-LUMO gap (alpha / beta): 4.514 / 4.530 eV
Net charge: +2

Cartesian coordinates (Å):
Mo (2.358, 0.474, -0.664)
C (-4.251, -8.190, 7.609)
O (-3.462, -7.076, 7.976)
C (-2.978, -6.263, 7.046)
C (-3.143, -6.425, 5.661)
C (-2.585, -5.520, 4.793)
C (-1.855, -4.416, 5.261)
C (-1.693, -4.253, 6.648)
C (-2.241, -5.158, 7.519)
C (-1.294, -3.514, 4.294)
N (-1.378, -3.679, 2.984)
C (-0.694, -2.665, 2.426)
C (-0.175, -1.819, 3.434)
N (-0.583, -2.381, 4.604)
C (0.627, -0.681, 3.167)
C (1.100, 0.260, 4.086)
C (1.932, 1.265, 3.613)
C (2.299, 1.312, 2.282)
N (1.853, 0.449, 1.354)
C (0.981, -0.509, 1.799)
C (0.457, -1.334, 0.789)
N (0.886, -1.006, -0.459)
C (0.380, -1.709, -1.481)
C (-0.522, -2.743, -1.315)
C (-0.923, -3.128, -0.041)
C (-0.428, -2.414, 1.048)
H (-4.571, -8.649, 8.542)
H (-3.669, -8.908, 7.027)
H (-5.129, -7.877, 7.040)
H (-3.703, -7.258, 5.270)
H (-2.698, -5.639, 3.727)
H (-1.138, -3.420, 7.054)
H (-2.129, -5.052, 8.585)
H (-0.393, -2.047, 5.534)
H (0.832, 0.209, 5.129)
H (2.322, 2.012, 4.284)
H (3.005, 2.057, 1.937)
H (0.727, -1.437, -2.472)
H (-0.895, -3.250, -2.190)
H (-1.603, -3.951, 0.115)
O (3.459, 2.027, -2.063)
S (4.555, 2.138, -0.965)
N (3.985, 1.214, 0.086)
O (1.027, 1.357, -1.575)
As (0.926, 2.599, -2.752)
C (-1.004, 2.672, -2.921)
C (-1.599, 3.576, -3.797)
C (-2.975, 3.571, -3.945)
C (-3.749, 2.662, -3.236)
C (-3.156, 1.773, -2.354)
C (-1.781, 1.780, -2.190)
C (1.673, 1.991, -4.469)
C (2.319, 2.985, -5.319)
C (2.442, 2.769, -6.643)
C (1.719, 1.726, -7.313)
C (0.880, 0.917, -6.642)
C (0.878, 0.875, -5.180)
C (1.491, 4.382, -2.174)
C (0.523, 5.201, -1.597)
C (0.825, 6.523, -1.309)
C (2.080, 7.032, -1.607)
C (3.046, 6.208, -2.166)
C (2.759, 4.883, -2.449)
H (-0.972, 4.274, -4.345)
H (-3.442, 4.272, -4.619)
H (-4.818, 2.647, -3.380)
H (-3.766, 1.073, -1.801)
H (-1.306, 1.094, -1.488)
H (2.703, 3.882, -4.854)
H (3.000, 3.470, -7.242)
H (1.765, 1.700, -8.391)
H (0.178, 0.278, -7.155)
H (-0.040, 0.514, -4.711)
H (-0.465, 4.802, -1.378)
H (0.071, 7.162, -0.872)
H (2.307, 8.069, -1.408)
H (4.022, 6.603, -2.403)
H (3.518, 4.240, -2.877)
I (3.968, -1.578, -1.439)
C (2.165, 0.576, -4.472)
H (2.121, 0.026, -3.531)
H (3.041, 0.368, -5.070)


(6)
C28H21IN5Re | ωB97M-V with the def2-TZVPD basis set

Strongest force on any atom: 0.2 eV/Å
2S+1: 4
E_HOMO (alpha / beta): -16.33 / -16.48 eV
HOMO-LUMO gap (alpha / beta): 6.731 / 5.524 eV
Net charge: +3

Cartesian coordinates (Å):
Re (0.359, -0.092, 0.621)
C (4.243, -2.007, 2.002)
C (4.533, -2.783, 0.892)
C (3.561, -2.951, -0.090)
C (2.341, -2.328, 0.069)
N (2.071, -1.528, 1.133)
C (3.007, -1.385, 2.076)
C (1.160, -2.587, -0.783)
C (0.997, -3.632, -1.672)
C (-0.288, -3.937, -2.111)
C (-1.390, -3.294, -1.557)
C (-1.169, -2.254, -0.674)
N (0.093, -1.835, -0.441)
C (-2.142, -1.647, 0.254)
C (-3.491, -1.927, 0.252)
C (-4.285, -1.431, 1.281)
C (-3.697, -0.682, 2.283)
C (-2.341, -0.410, 2.211)
N (-1.570, -0.877, 1.221)
H (4.957, -1.883, 2.804)
H (5.494, -3.271, 0.796)
H (3.756, -3.575, -0.951)
H (2.751, -0.766, 2.928)
H (1.836, -4.243, -1.972)
H (-0.437, -4.749, -2.811)
H (-2.391, -3.640, -1.772)
H (-3.924, -2.533, -0.531)
H (-5.345, -1.645, 1.301)
H (-4.272, -0.298, 3.114)
H (-1.855, 0.191, 2.966)
I (0.639, 1.816, 2.570)
C (-0.766, 3.049, 1.579)
C (-1.127, 4.220, 2.173)
C (-2.038, 5.049, 1.482)
C (-2.514, 4.670, 0.260)
C (-2.122, 3.447, -0.341)
C (-2.607, 3.075, -1.618)
C (-2.218, 1.902, -2.201)
C (-1.335, 1.042, -1.523)
C (-0.833, 1.336, -0.265)
C (-1.221, 2.580, 0.330)
H (-0.737, 4.525, 3.134)
H (-2.342, 5.985, 1.930)
H (-3.203, 5.311, -0.274)
H (-3.289, 3.742, -2.130)
H (-2.586, 1.631, -3.182)
H (-1.066, 0.115, -2.021)
N (3.822, 1.578, -1.269)
C (3.123, 1.225, -2.396)
C (1.973, 0.658, -1.957)
N (1.973, 0.666, -0.568)
C (3.113, 1.235, -0.194)
H (4.718, 2.046, -1.252)
H (3.491, 1.411, -3.390)
H (1.155, 0.268, -2.534)
H (3.437, 1.414, 0.817)


(7)
C35H55NO9S | ωB97M-V with the def2-TZVPD basis set

Strongest force on any atom: 2.3 eV/Å
E_HOMO: -9.01 eV
HOMO-LUMO gap: 9.377 eV

Cartesian coordinates (Å):
C (0.351, 2.414, 5.233)
C (-0.490, 1.195, 5.531)
C (0.000, 0.204, 6.344)
C (-0.731, -0.921, 6.634)
C (-1.971, -1.105, 6.092)
C (-2.482, -0.142, 5.255)
C (-1.763, 0.996, 4.991)
C (-2.356, 2.071, 4.072)
C (-1.665, 1.990, 2.686)
C (-1.530, 0.528, 2.193)
C (-1.269, 0.362, 0.669)
C (0.230, 0.310, 0.411)
C (0.902, -0.895, 0.583)
C (2.244, -0.928, 0.311)
N (2.981, 0.097, -0.102)
C (2.311, 1.233, -0.234)
C (0.961, 1.405, -0.016)
C (-2.022, 1.345, -0.227)
O (-1.808, 2.732, 0.117)
S (-2.559, 3.008, 1.505)
O (-3.933, 2.592, 1.484)
O (-2.464, 4.385, 1.872)
H (0.804, 2.361, 4.238)
H (1.188, 2.490, 5.935)
H (-0.231, 3.333, 5.352)
H (0.993, 0.309, 6.791)
H (-0.322, -1.671, 7.306)
H (-2.548, -2.000, 6.307)
H (-3.468, -0.244, 4.807)
H (-3.438, 1.938, 3.996)
H (-2.147, 3.027, 4.557)
H (-0.699, 2.489, 2.795)
H (-2.404, -0.045, 2.514)
H (-0.660, 0.106, 2.707)
H (-1.645, -0.631, 0.391)
H (0.316, -1.751, 0.902)
H (2.754, -1.888, 0.420)
H (2.875, 2.102, -0.578)
H (0.477, 2.362, -0.168)
H (-3.077, 1.068, -0.283)
H (-1.636, 1.211, -1.237)
C (4.627, -0.748, 8.325)
C (4.349, 0.525, 7.564)
C (5.447, 1.045, 6.670)
O (3.291, 1.103, 7.667)
H (3.757, -1.007, 8.926)
H (4.829, -1.563, 7.628)
H (5.483, -0.608, 8.987)
H (5.684, 0.306, 5.902)
H (6.338, 1.261, 7.260)
H (5.114, 1.961, 6.185)
C (-2.667, -0.112, -5.143)
C (-2.388, -0.867, -3.868)
C (-2.301, -2.365, -3.966)
O (-2.238, -0.289, -2.812)
H (-2.703, 0.956, -4.931)
H (-1.876, -0.302, -5.869)
H (-3.628, -0.422, -5.556)
H (-1.496, -2.648, -4.642)
H (-3.246, -2.770, -4.331)
H (-2.098, -2.780, -2.980)
C (-7.690, -0.390, -1.168)
C (-6.383, -1.015, -0.742)
C (-5.670, -0.382, 0.426)
O (-5.930, -1.981, -1.313)
H (-8.094, -0.942, -2.014)
H (-8.407, -0.429, -0.346)
H (-7.527, 0.647, -1.466)
H (-6.301, -0.420, 1.316)
H (-5.421, 0.656, 0.195)
H (-4.749, -0.928, 0.625)
C (0.058, -5.756, -6.134)
C (-0.343, -4.485, -6.840)
C (0.676, -3.864, -7.760)
O (-1.434, -3.986, -6.673)
H (-0.764, -6.095, -5.506)
H (0.287, -6.533, -6.866)
H (0.932, -5.575, -5.507)
H (0.931, -4.561, -8.559)
H (1.575, -3.605, -7.198)
H (0.261, -2.959, -8.201)
C (4.806, -2.586, -7.129)
C (4.788, -3.993, -6.581)
C (5.676, -4.279, -5.395)
O (4.092, -4.852, -7.072)
H (4.126, -2.520, -7.976)
H (4.483, -1.882, -6.360)
H (5.812, -2.329, -7.463)
H (5.389, -3.647, -4.553)
H (6.719, -4.093, -5.656)
H (5.566, -5.322, -5.106)
C (0.744, 6.059, 0.109)
C (2.162, 5.665, -0.218)
C (2.711, 6.118, -1.550)
O (2.833, 5.014, 0.551)
H (0.478, 5.670, 1.090)
H (0.650, 7.146, 0.126)
H (0.063, 5.637, -0.632)
H (2.703, 7.207, -1.606)
H (2.111, 5.703, -2.361)
H (3.736, 5.767, -1.656)


(8)
C47H62BClCrN10O4S3Se | ωB97M-V with the def2-TZVPD basis set

Strongest force on any atom: 2.0 eV/Å
2S+1: 2
E_HOMO (alpha / beta): -10.04 / -9.97 eV
HOMO-LUMO gap (alpha / beta): 6.630 / 7.092 eV
Net charge: +1

Cartesian coordinates (Å):
Cr (-0.465, -0.291, 0.230)
C (-2.604, 5.124, 1.267)
C (-2.148, 3.697, 1.585)
C (-1.904, 3.530, 3.088)
C (-3.241, 2.718, 1.172)
N (-0.878, 3.496, 0.853)
C (0.225, 4.267, 1.116)
C (1.181, 3.957, 0.213)
N (0.688, 2.991, -0.620)
B (1.524, 2.480, -1.822)
N (2.679, 1.551, -1.380)
C (3.798, 1.424, -2.153)
C (4.707, 0.695, -1.468)
N (4.149, 0.346, -0.262)
C (2.898, 0.872, -0.244)
S (1.710, 0.651, 0.965)
C (4.963, -0.134, 0.875)
C (6.239, -0.800, 0.352)
C (4.224, -1.133, 1.767)
C (5.298, 1.116, 1.696)
N (0.670, 1.758, -2.874)
C (0.112, 2.413, -3.932)
C (-0.587, 1.513, -4.658)
N (-0.455, 0.291, -4.054)
C (0.294, 0.469, -2.950)
S (0.733, -0.724, -1.794)
C (-1.177, -0.882, -4.571)
C (-0.915, -0.969, -6.079)
C (-2.658, -0.642, -4.269)
C (-0.729, -2.192, -3.928)
C (-0.565, 2.715, -0.205)
S (-1.545, 1.543, -0.958)
H (-3.548, 5.324, 1.765)
H (-2.744, 5.244, 0.195)
H (-1.879, 5.861, 1.603)
H (-2.855, 3.600, 3.610)
H (-1.242, 4.291, 3.491)
H (-1.489, 2.545, 3.296)
H (-4.144, 2.948, 1.730)
H (-2.966, 1.690, 1.406)
H (-3.473, 2.797, 0.115)
H (0.249, 4.973, 1.916)
H (2.171, 4.345, 0.095)
H (2.009, 3.428, -2.351)
H (3.864, 1.867, -3.124)
H (5.689, 0.397, -1.762)
H (6.001, -1.585, -0.362)
H (6.761, -1.259, 1.187)
H (6.921, -0.091, -0.110)
H (3.967, -2.045, 1.239)
H (3.318, -0.692, 2.166)
H (4.875, -1.397, 2.596)
H (5.754, 1.882, 1.072)
H (5.987, 0.865, 2.497)
H (4.386, 1.524, 2.128)
H (0.244, 3.463, -4.087)
H (-1.143, 1.658, -5.557)
H (-1.384, -0.157, -6.628)
H (-1.324, -1.900, -6.459)
H (0.155, -0.958, -6.278)
H (-3.024, 0.241, -4.786)
H (-2.796, -0.495, -3.199)
H (-3.245, -1.500, -4.584)
H (0.352, -2.308, -3.980)
H (-1.189, -3.021, -4.464)
H (-1.044, -2.249, -2.888)
O (-4.414, -4.087, 2.467)
C (-3.519, -4.841, 1.864)
O (-3.623, -6.038, 1.800)
C (-2.330, -4.159, 1.259)
C (-1.231, -4.828, 0.721)
Cl (-0.953, -6.495, 0.734)
N (-0.353, -3.901, 0.246)
N (-0.837, -2.666, 0.462)
C (-2.021, -2.798, 1.055)
C (-2.769, -1.543, 1.354)
O (-3.776, -1.550, 2.049)
O (-2.251, -0.515, 0.808)
C (0.862, -4.080, -0.458)
C (1.856, -3.113, -0.334)
C (3.023, -3.230, -1.067)
C (3.224, -4.327, -1.885)
C (2.248, -5.303, -1.982)
C (1.056, -5.174, -1.294)
H (-4.266, -3.106, 2.387)
H (1.705, -2.276, 0.339)
H (3.772, -2.455, -0.998)
H (4.141, -4.421, -2.443)
H (2.408, -6.169, -2.604)
H (0.289, -5.918, -1.417)
C (-4.215, 0.011, 6.247)
C (-2.961, -0.463, 5.530)
C (-2.571, -1.880, 5.942)
C (-1.396, -2.429, 5.128)
N (-0.168, -1.716, 5.383)
C (0.352, -0.715, 4.635)
Se (-0.462, -0.004, 3.127)
N (1.474, -0.259, 5.238)
C (2.327, 0.779, 4.719)
C (1.837, 2.191, 5.047)
C (2.658, 3.237, 4.293)
C (4.084, 3.365, 4.818)
C (1.662, -0.952, 6.416)
C (2.619, -0.862, 7.419)
C (2.503, -1.728, 8.491)
C (1.474, -2.667, 8.563)
C (0.515, -2.765, 7.573)
C (0.617, -1.889, 6.501)
H (-4.458, 1.029, 5.953)
H (-4.076, -0.010, 7.324)
H (-5.057, -0.628, 5.994)
H (-2.139, 0.225, 5.745)
H (-3.134, -0.432, 4.454)
H (-3.417, -2.548, 5.775)
H (-2.323, -1.896, 7.006)
H (-1.622, -2.327, 4.063)
H (-1.233, -3.484, 5.365)
H (2.350, 0.677, 3.631)
H (3.328, 0.621, 5.121)
H (1.894, 2.379, 6.119)
H (0.790, 2.266, 4.750)
H (2.166, 4.208, 4.380)
H (2.677, 2.976, 3.233)
H (4.073, 3.613, 5.876)
H (4.619, 4.152, 4.293)
H (4.648, 2.444, 4.690)
H (3.422, -0.145, 7.377)
H (3.225, -1.684, 9.292)
H (1.424, -3.330, 9.413)
H (-0.284, -3.487, 7.636)